ORCA calculation (ωB97M-V with the def2-TZVPD basis set) on one molecule with the formula C6H10 in a non-equilibrium geometry.

Positions of all 16 atoms, in Å:
1 C 0.084227 2.480068 -0.216342
2 C 0.816100 1.434241 -0.567749
3 C 0.321185 0.025629 -0.379156
4 C -0.120629 -0.954142 -1.428555
5 C 0.241156 -0.378346 0.908266
6 C -0.529285 -1.531893 1.544106
7 H -0.829883 2.566865 0.355449
8 H 0.384135 3.473593 -0.557410
9 H 1.799476 1.540963 -1.017369
10 H 0.567077 -0.979763 -2.277031
11 H 0.019852 -1.961525 -1.043524
12 H -1.112084 -0.677478 -1.808032
13 H 0.766146 0.286418 1.601826
14 H -1.503796 -1.548931 1.024276
15 H -0.101451 -2.499685 1.300056
16 H -0.802230 -1.276014 2.561196

Atoms 1-2, force components in eV/Å:
C 0.4 1.5 -0.4
C -0.5 -1.4 -0.5

Calculated values
SMILES string: C=C/C(C)=C/C
Electronic energy, a.u.: -234.5429
Molecular weight, g/mol: 82.146
F_max, eV Å⁻¹: 2.4
HOMO energy, eV: -8.76
Orbital gap, eV: 9.8